# 1
106
Properties=species:S:1:pos:R:3:mulliken_charge:R:1 method="wB97M-V/def2-TZVPD" total_energy_ha=-6489.2528
Y 0.532 2.229 0.175 1.982
C 3.609 -0.238 1.979 0.802
F 3.886 -1.161 2.880 -0.213
F 4.480 0.714 2.102 -0.162
F 3.738 -0.770 0.746 -0.200
S 1.762 0.351 2.273 -0.034
O 0.923 0.044 1.136 -0.401
O 1.338 0.036 3.649 -0.660
N 1.856 2.066 1.911 0.457
S 2.420 2.681 3.339 0.855
O 1.337 3.369 4.007 -0.637
O 3.268 1.868 4.251 -0.557
C 3.619 4.007 2.607 0.590
F 3.888 5.083 3.367 -0.231
F 4.713 3.455 2.110 -0.185
F 2.970 4.587 1.573 -0.195
C 0.844 5.318 -3.266 0.730
F 0.992 4.402 -4.238 -0.189
F 1.255 6.506 -3.805 -0.226
F -0.371 5.589 -2.770 -0.124
S 1.901 4.591 -1.752 0.360
O 3.226 5.219 -1.725 -0.497
O 1.079 4.870 -0.582 -0.450
N 1.770 2.817 -1.603 -0.158
S 2.910 2.329 -2.590 0.639
O 2.576 0.942 -2.959 -0.569
O 3.376 3.189 -3.696 -0.573
C 4.481 2.067 -1.476 0.622
F 5.025 3.196 -1.168 -0.175
F 4.126 1.375 -0.418 -0.309
F 5.276 1.242 -2.117 -0.228
C -3.895 1.801 1.453 0.797
F -3.692 0.526 1.182 -0.199
F -4.218 2.459 0.420 -0.149
F -4.778 1.843 2.451 -0.254
S -2.200 2.437 2.226 0.006
O -2.457 3.404 3.298 -0.517
O -1.461 1.219 2.557 -0.309
N -1.356 3.157 0.837 -0.248
S -2.091 4.562 0.754 0.732
O -1.923 4.893 -0.652 -0.519
O -3.462 4.677 1.204 -0.597
C -0.848 5.633 1.879 0.633
F -1.379 6.016 3.012 -0.211
F 0.252 4.859 2.021 -0.073
F -0.453 6.723 1.141 -0.235
C 1.305 -5.698 2.669 -2.006
C 0.950 -4.863 1.397 1.641
C 0.083 -5.805 0.464 -1.263
C -1.409 -5.940 0.907 -0.851
C -1.995 -4.631 1.365 -1.115
C -1.177 -3.637 2.269 1.763
N 0.219 -3.610 1.818 0.563
O 0.982 -2.732 2.545 0.056
C -1.809 -2.227 2.102 -2.086
C -1.284 -3.875 3.776 -1.891
C 2.288 -4.489 0.779 -1.530
H 1.681 -5.085 3.488 0.350
H 2.005 -6.508 2.461 0.472
H 0.473 -6.340 2.956 0.387
H 0.163 -5.399 -0.544 0.379
H 0.443 -6.815 0.269 0.392
H -1.448 -6.664 1.721 0.335
H -2.130 -6.214 0.137 0.426
H -2.894 -4.801 1.958 0.394
H -2.346 -4.059 0.507 0.363
H -2.876 -2.175 2.319 0.626
H -1.410 -1.507 2.817 0.359
H -1.673 -1.876 1.079 0.046
H -0.679 -4.726 4.090 0.403
H -0.795 -3.111 4.379 0.471
H -2.266 -4.064 4.209 0.357
H 2.217 -3.537 0.252 0.062
H 2.727 -5.232 0.113 0.379
H 3.072 -4.282 1.507 0.376
H 0.801 -3.133 3.398 0.221
C -2.034 -2.036 -2.080 -1.456
C -0.808 -1.191 -2.310 1.559
C -0.217 -1.283 -3.712 -0.835
C -1.033 -0.494 -4.767 -1.264
C -1.391 0.956 -4.419 -1.177
C -1.940 1.058 -2.986 1.547
N -1.086 0.222 -2.055 -0.388
O -1.241 0.534 -0.707 2.928
C -1.725 2.539 -2.663 -2.180
C -3.461 0.740 -2.905 -1.541
C 0.406 -1.678 -1.369 -1.465
H -2.498 -2.393 -2.999 0.293
H -2.800 -1.508 -1.513 0.216
H -1.686 -2.931 -1.562 0.333
H 0.781 -0.847 -3.762 0.415
H -0.233 -2.328 -4.021 0.375
H -1.861 -1.049 -5.206 0.338
H -0.355 -0.406 -5.616 0.615
H -2.005 1.529 -5.114 0.595
H -0.522 1.604 -4.532 0.235
H -2.327 2.896 -1.827 0.218
H -0.699 2.866 -2.499 0.121
H -2.069 3.148 -3.499 0.675
H -3.761 0.764 -1.858 0.118
H -3.894 1.538 -3.509 0.531
H -3.703 -0.236 -3.327 0.338
H 1.016 -2.476 -1.794 0.711
H 0.097 -2.014 -0.379 -0.019
H 1.093 -0.833 -1.407 -0.231
H -2.108 0.160 -0.530 -0.605

---

# 2
97
Properties=species:S:1:pos:R:3:mulliken_charge:R:1 method="wB97M-V/def2-TZVPD" total_energy_ha=-4888.6707 total_charge=+1
C 2.618 -2.248 -0.410 -1.681
C 1.399 -1.420 0.028 0.021
C 1.714 -0.250 0.990 -0.810
C 0.926 1.001 0.578 0.179
C 1.622 2.364 0.579 -0.486
N 2.157 2.703 -0.763 0.082
S 3.496 1.723 -1.250 -0.181
C 1.711 3.691 -1.491 0.172
N 0.785 4.620 -0.988 0.299
O 1.266 5.273 0.159 -0.466
C -0.639 4.320 -1.053 -0.733
O -0.747 2.929 -1.179 0.415
C -2.075 2.404 -1.324 -0.477
C -2.495 1.743 -0.016 -0.088
O -3.782 1.191 -0.056 -0.510
C -3.956 0.166 -1.027 -0.975
C -2.892 -0.930 -0.923 -0.017
O -3.239 -2.089 -1.646 -0.466
C -3.305 -1.927 -3.057 -0.040
C -2.676 -3.135 -3.729 -1.728
N 2.150 3.930 -2.769 0.013
P 1.652 2.852 -4.241 0.172
O 0.527 1.954 -3.514 -0.222
O 2.808 1.744 -4.199 -0.485
S 1.833 5.581 -3.225 1.153
O 0.486 5.723 -3.686 -0.613
O 2.417 6.435 -2.249 -0.605
C 2.955 5.716 -4.732 0.697
F 2.296 5.454 -5.849 -0.162
F 3.995 4.889 -4.612 -0.223
F 3.374 6.969 -4.742 -0.181
H 2.453 -2.665 -1.407 0.354
H 2.793 -3.098 0.249 0.391
H 3.525 -1.638 -0.464 0.408
H 0.679 -2.087 0.501 0.380
H 0.900 -1.038 -0.869 -0.052
H 2.792 -0.077 1.024 0.561
H 1.385 -0.548 1.986 0.236
H 0.077 1.110 1.250 0.176
H 0.500 0.860 -0.420 -0.042
H 0.905 3.113 0.877 -0.194
H 2.482 2.379 1.250 0.674
H 2.739 0.655 -1.556 0.236
H 0.744 4.968 0.917 0.401
H -1.090 4.845 -1.904 0.482
H -1.112 4.700 -0.136 0.247
H -2.039 1.696 -2.156 0.041
H -2.791 3.191 -1.588 0.330
H -1.749 1.003 0.289 -0.065
H -2.505 2.517 0.758 0.381
H -4.920 -0.297 -0.808 0.471
H -4.032 0.589 -2.037 0.306
H -2.820 -1.231 0.125 0.442
H -1.899 -0.587 -1.256 0.237
H -2.776 -1.015 -3.368 0.233
H -4.352 -1.830 -3.363 0.334
H -1.586 -3.096 -3.654 0.337
H -2.930 -3.134 -4.791 0.535
H -3.033 -4.056 -3.268 0.492
H -0.353 2.188 -3.842 0.273
H 3.657 2.098 -3.901 0.364
C -2.579 -7.073 -0.822 -0.803
C -1.652 -7.587 -1.932 0.952
C -0.148 -7.627 -1.642 0.030
F 0.326 -6.381 -1.422 -0.168
F 0.485 -8.137 -2.718 -0.266
F -1.876 -6.910 -3.076 -0.256
F -2.003 -8.890 -2.134 -0.329
O -3.013 -5.733 -0.942 -0.346
C -2.325 -4.691 -0.410 0.979
C -1.898 -3.694 -1.495 0.652
F -1.078 -4.281 -2.386 -0.285
F -1.211 -2.684 -0.899 -0.285
F -1.270 -5.084 0.327 -0.306
F -3.158 -4.012 0.415 -0.305
H -3.489 -7.661 -0.929 0.387
H -2.172 -7.285 0.167 0.327
H 0.062 -8.255 -0.772 0.275
H -2.773 -3.288 -2.006 -0.279
C 2.871 1.528 5.865 -0.899
C 1.831 1.370 4.748 1.062
C 0.796 2.488 4.587 0.001
F 0.001 2.574 5.660 -0.227
F 0.020 2.211 3.501 -0.226
F 1.219 0.178 4.829 -0.301
F 2.535 1.384 3.563 -0.281
O 2.630 0.806 7.046 -0.400
C 1.912 1.335 8.085 0.785
C 0.669 0.489 8.391 0.167
F -0.135 0.453 7.307 -0.217
F -0.003 1.064 9.407 -0.254
F 1.587 2.622 7.867 -0.286
F 2.693 1.292 9.183 -0.293
H 3.779 1.086 5.455 0.448
H 3.085 2.580 6.059 0.340
H 1.294 3.447 4.418 0.309
H 0.962 -0.526 8.664 0.272

---

# 3
71
Properties=species:S:1:pos:R:3:mulliken_charge:R:1 method="wB97M-V/def2-TZVPD" total_energy_ha=-3155.0374 total_charge=-2
Pt 0.361 -0.108 0.038 0.950
C 3.387 0.940 -1.109 -1.075
N 2.471 -0.143 -0.854 -0.067
C 2.895 -1.356 -0.909 0.020
C 2.027 -2.436 -0.588 0.054
C 2.168 -3.824 -0.683 -0.948
C 0.956 -4.358 -0.234 -0.651
C 0.136 -3.269 0.113 -0.242
N 0.782 -2.119 -0.106 0.243
C 2.882 1.968 -2.100 0.443
C 1.579 1.972 -2.579 0.007
C 1.167 2.952 -3.473 -0.670
C 2.051 3.929 -3.908 -0.470
C 3.356 3.932 -3.432 -0.542
C 3.762 2.958 -2.531 -0.217
H 4.351 0.555 -1.476 0.624
H 3.584 1.448 -0.160 -0.053
H 3.930 -1.572 -1.199 0.242
H 3.041 -4.356 -1.034 0.416
H 0.683 -5.400 -0.169 0.396
H -0.874 -3.259 0.493 0.290
H 0.877 1.229 -2.227 0.231
H 0.139 2.950 -3.813 0.371
H 1.725 4.687 -4.611 0.356
H 4.054 4.697 -3.753 0.344
H 4.778 2.971 -2.146 0.345
S -2.809 1.433 -1.115 -0.186
S -4.578 1.621 -0.143 -0.603
S -2.941 -1.424 0.759 -0.520
S -1.788 -0.425 -0.548 -0.277
C -2.024 3.950 1.333 -1.793
C -1.259 3.079 2.345 2.458
C -2.009 1.730 2.431 -1.274
C -1.304 3.775 3.710 -2.028
P 0.435 2.742 1.562 0.204
N 0.387 1.896 0.264 -0.178
C 1.527 2.045 2.989 2.077
C 0.723 0.927 3.674 -1.880
C 2.753 1.345 2.385 -1.442
C 1.994 3.036 4.056 -2.016
C 1.184 4.429 1.048 2.421
C 2.684 4.210 0.804 -2.303
C 0.595 4.795 -0.329 -1.718
C 1.012 5.609 2.004 -2.082
H -3.087 3.930 1.580 0.656
H -1.926 3.551 0.323 0.137
H -1.688 4.990 1.348 0.256
H -3.057 1.864 2.156 0.446
H -1.968 1.305 3.435 0.238
H -1.614 0.989 1.738 -0.343
H -2.353 3.980 3.951 0.548
H -0.771 4.726 3.729 0.233
H -0.907 3.149 4.510 0.310
H 0.347 0.207 2.943 0.201
H -0.121 1.304 4.244 0.273
H 1.387 0.394 4.365 0.635
H 2.457 0.719 1.544 -0.005
H 3.201 0.695 3.144 0.616
H 3.516 2.042 2.041 0.212
H 1.166 3.568 4.523 0.227
H 2.692 3.776 3.664 0.303
H 2.518 2.482 4.846 0.525
H 2.833 3.336 0.173 0.371
H 3.253 4.086 1.725 0.188
H 3.089 5.082 0.277 0.682
H 0.457 3.891 -0.924 0.120
H 1.293 5.459 -0.852 0.524
H -0.363 5.304 -0.249 0.296
H 1.431 5.420 2.993 0.262
H -0.034 5.886 2.127 0.295
H 1.532 6.478 1.582 0.534